{"formula": "C51H39CrNO7P3", "method": "ωB97M-V/def2-TZVPD", "e_tot_ev": -125634.99280, "fmax_ev_per_a": 2.66, "spin_multiplicity": 4, "homo_energy_ev": [-7.72, -7.65], "charge": 0, "species": ["Cr", "O", "C", "O", "C", "C", "C", "C", "C", "N", "C", "O", "O", "H", "H", "H", "O", "P", "C", "P", "O", "C", "C", "C", "C", "C", "C", "C", "C", "C", "C", "C", "C", "C", "C", "C", "C", "C", "C", "C", "C", "C", "C", "C", "C", "H", "H", "H", "H", "H", "H", "H", "H", "H", "H", "H", "H", "H", "H", "H", "H", "H", "H", "H", "H", "H", "H", "O", "C", "C", "C", "C", "C", "C", "C", "P", "C", "C", "C", "C", "C", "C", "C", "C", "C", "C", "C", "C", "H", "H", "H", "H", "H", "H", "H", "H", "H", "H", "H", "H", "H", "H"], "xyz": [[1.01413, -0.38990, 0.29403], [3.66162, -2.74452, -1.76750], [2.92128, -1.87160, -1.33295], [2.04735, -2.02829, -0.35338], [3.00457, -0.43896, -1.85978], [3.82466, 0.03453, -2.86950], [3.80665, 1.42121, -3.12880], [2.91943, 2.22342, -2.43853], [2.11143, 1.67520, -1.46046], [2.17555, 0.36896, -1.20808], [1.13491, 2.37050, -0.46998], [0.96169, 3.59843, -0.50976], [0.54393, 1.56362, 0.32013], [4.53770, -0.58678, -3.35496], [4.48460, 1.82932, -3.88211], [2.86114, 3.31654, -2.56563], [-0.43693, -1.07268, -1.02264], [-1.90944, -1.22206, -0.83641], [-2.58291, 0.39051, -0.40422], [-2.42925, 1.67057, -1.74479], [-0.99467, 1.83876, -2.04255], [-3.27138, 1.19773, -3.24258], [-4.61617, 1.45982, -3.57141], [-5.06587, 1.10402, -4.81156], [-4.21703, 0.52088, -5.72530], [-2.84810, 0.28392, -5.40078], [-2.41482, 0.62223, -4.15834], [-3.21675, 3.18250, -1.02380], [-4.46123, 3.24993, -0.38920], [-4.97828, 4.46398, 0.13515], [-4.21386, 5.61245, -0.11602], [-3.01229, 5.53933, -0.82648], [-2.45538, 4.35741, -1.29787], [-2.16411, -2.44743, 0.41859], [-1.01099, -3.13799, 0.79008], [-1.05985, -4.05753, 1.84950], [-2.32917, -4.33544, 2.35049], [-3.50319, -3.66702, 1.95717], [-3.40911, -2.73737, 0.93665], [-2.80064, -1.98956, -2.22522], [-2.21926, -3.08625, -2.86652], [-2.99800, -3.87688, -3.68594], [-4.39749, -3.64029, -3.78788], [-4.96620, -2.58720, -3.09079], [-4.17080, -1.73517, -2.33709], [-1.95270, 0.72890, 0.46718], [-3.58998, 0.35581, 0.03953], [-5.21179, 2.07583, -2.89623], [-6.01960, 1.43108, -5.16326], [-4.59330, 0.23056, -6.70036], [-2.20468, -0.09566, -6.16227], [-1.36012, 0.52810, -3.87380], [-5.09980, 2.33212, -0.40371], [-5.89624, 4.50720, 0.70826], [-4.63017, 6.58406, 0.22066], [-2.58610, 6.51540, -1.01046], [-1.52661, 4.29625, -1.88756], [-0.05564, -2.97958, 0.35325], [-0.20548, -4.60665, 2.18594], [-2.53008, -5.06476, 3.09842], [-4.48635, -3.87833, 2.37521], [-4.32796, -2.22367, 0.59617], [-1.19736, -3.30875, -2.73770], [-2.55819, -4.70613, -4.23079], [-5.01152, -4.32112, -4.41706], [-6.03649, -2.50784, -3.10681], [-4.57397, -0.90150, -1.78731], [-1.14385, -0.25992, 2.24693], [0.03482, -0.55485, 2.18159], [0.78828, -0.90294, 3.38459], [0.13879, -1.44288, 4.49573], [0.84153, -1.86268, 5.60288], [2.23469, -1.89443, 5.56104], [2.90462, -1.41423, 4.42901], [2.17732, -0.88257, 3.36946], [2.96648, -0.11385, 1.92804], [4.59976, -0.95812, 1.93879], [5.76236, -0.34399, 2.38460], [6.89982, -1.11778, 2.42967], [6.93630, -2.46428, 2.07970], [5.75873, -3.06421, 1.58387], [4.58766, -2.30499, 1.55627], [3.27264, 1.64546, 2.37335], [3.01367, 2.17261, 3.66646], [3.31863, 3.49431, 4.00511], [3.77841, 4.34080, 3.00592], [4.04592, 3.83462, 1.71062], [3.79499, 2.52489, 1.41919], [-0.98452, -1.34059, 4.52866], [0.30977, -2.30666, 6.44409], [2.80994, -2.31723, 6.37767], [3.97351, -1.39762, 4.41867], [5.80099, 0.69251, 2.62197], [7.83170, -0.67822, 2.73118], [7.91207, -2.98457, 2.03728], [5.74507, -4.11867, 1.30287], [3.65123, -2.75216, 1.16465], [2.64987, 1.48450, 4.45269], [3.15380, 3.90768, 5.02956], [3.89087, 5.40272, 3.24931], [4.41809, 4.56450, 0.97662], [3.92265, 2.17869, 0.40165]], "forces_ev_per_a": [[0.6, 0.2, -0.3], [-0.6, 0.7, 0.2], [0.0, -0.8, 0.6], [0.5, 0.4, -0.6], [-0.3, -0.5, -0.1], [0.0, 1.2, 0.5], [-0.1, -1.0, -0.2], [-0.2, 1.5, 0.3], [-0.5, -0.5, 0.8], [0.3, 0.4, -0.5], [-0.3, 2.3, -1.1], [0.7, -1.7, -0.1], [0.0, -1.1, 0.7], [0.2, -0.6, -0.3], [-0.3, 0.0, 0.3], [0.1, -0.7, -0.1], [1.2, 0.3, -0.2], [-0.6, 0.2, -0.4], [-0.7, 0.5, 0.5], [0.0, 0.4, 1.7], [0.3, 0.3, -0.4], [-1.3, 0.2, 0.2], [1.3, 0.6, 1.1], [-0.1, 0.3, -0.7], [1.6, -0.8, 0.0], [-2.4, 0.2, -1.0], [1.3, 0.0, 0.4], [0.7, 0.3, -1.0], [-0.8, -0.4, 0.1], [1.5, -0.5, -0.9], [-0.9, -0.4, 0.4], [-0.2, 0.8, 0.0], [-1.1, -0.6, 0.5], [0.5, -0.1, -0.3], [-0.3, -0.7, 1.6], [-1.8, 0.2, -1.0], [-1.0, 0.4, 0.4], [0.6, 0.0, -0.7], [-0.8, 0.3, 0.5], [-0.1, 0.2, 0.5], [-1.1, 0.5, -0.3], [-1.3, 0.0, -0.3], [1.0, -0.7, -0.4], [0.0, -0.3, -0.1], [0.7, -0.4, 0.0], [-0.2, -0.2, -0.9], [0.1, -0.2, -0.3], [0.0, -0.4, -0.1], [-0.7, -0.1, 0.1], [0.1, 0.2, 0.0], [0.4, -0.3, -0.2], [-0.4, -0.1, -0.2], [0.6, 0.8, 0.5], [0.0, -0.1, -0.2], [0.6, -0.6, -0.3], [0.6, -0.1, -0.2], [-0.5, 0.1, 0.6], [0.5, 0.4, -0.6], [0.4, -0.1, 0.1], [0.5, -0.6, 0.7], [0.4, -0.2, 0.1], [0.7, -0.2, 0.1], [1.1, -0.1, 0.2], [0.0, 0.1, 0.1], [0.5, 0.6, 0.6], [-0.3, 0.4, 0.0], [-0.3, 0.1, 0.0], [-0.3, 0.0, 0.3], [0.0, 0.5, -1.6], [0.3, -1.0, 1.2], [-1.7, 1.2, 0.2], [0.2, -0.9, 0.1], [0.2, 0.1, -0.5], [-0.8, 0.2, 0.8], [0.3, 0.1, 0.0], [-0.3, 0.4, -0.1], [-0.8, 0.1, -0.2], [-0.3, -0.9, -0.5], [1.0, -0.5, 0.2], [-0.4, -0.2, -1.0], [0.4, 0.3, 0.8], [-0.2, -0.4, -0.5], [0.0, 0.6, 1.3], [0.4, -1.2, 0.2], [-0.4, 0.2, 0.1], [0.2, -0.1, -0.3], [0.0, 1.9, 1.1], [-0.3, -0.9, -0.5], [1.3, -0.5, -0.2], [0.1, 0.3, -0.1], [-0.1, 0.1, 0.0], [0.5, -0.1, -0.1], [-0.1, 0.6, 0.3], [0.3, 0.3, 0.2], [-0.8, 0.2, 0.3], [0.0, 0.4, -0.1], [0.7, 0.3, 0.3], [0.1, 0.5, -0.5], [0.0, -0.6, -1.0], [0.2, -0.4, -0.3], [-0.2, -0.7, 0.1], [0.3, -0.1, -0.1]]}